1.
Formula: C40H44F12N3O2PdS3Sb
Source: the OMol25 dataset
Level of theory: ωB97M-V/def2-TZVPD

* E_tot: -125894.278 eV
* ⟨S²⟩: 2.009
* net charge: -2
* frontier orbital gap (alpha / beta): 5.7 / 5.1 eV
* E_LUMO (alpha / beta): 3.940 / 3.407 eV
* highest occupied orbital energy (alpha / beta): -1.7966 / -1.6662 eV
* relative energy (zero: lowest compared OMol25 entry of this formula, charge and spin): 25.2 kcal/mol
* multiplicity: 3

CARTESIAN COORDINATES (ANGSTROEM)
1 Pd -0.65525 1.37149 0.61256
2 C 3.25283 3.19380 6.61992
3 C 2.44045 2.48915 5.56159
4 C 1.63587 1.39832 5.88222
5 C 0.87673 0.76877 4.92495
6 C 0.87001 1.17845 3.56197
7 N 0.07074 0.55357 2.66721
8 C -0.31746 -0.74609 2.85776
9 C 0.63675 -1.70587 3.26813
10 C 0.31610 -3.03209 3.45539
11 C -0.98209 -3.48443 3.25055
12 C -1.35312 -4.93801 3.40251
13 C -1.93600 -2.55577 2.85246
14 C -1.63711 -1.21391 2.63599
15 C -2.74994 -0.22599 2.21330
16 O -2.39261 1.04934 1.99197
17 C -3.45094 -0.77779 0.91089
18 F -4.46683 0.00029 0.52192
19 F -3.95429 -2.04225 0.94140
20 F -2.54662 -0.79907 -0.09503
21 C -3.83065 -0.20612 3.34342
22 F -4.65069 0.84829 3.24372
23 F -4.63872 -1.30714 3.36183
24 F -3.25997 -0.14483 4.56506
25 C 1.70949 2.28679 3.24305
26 C 2.44682 2.91349 4.24186
27 C 1.74232 2.79853 1.80237
28 O 1.51497 1.83952 0.84922
29 C 3.13970 3.40004 1.43140
30 F 3.20045 3.68154 0.11304
31 F 3.52736 4.54296 2.05358
32 F 4.11418 2.49890 1.68387
33 C 0.72498 4.00407 1.70794
34 F 0.43322 4.30203 0.43079
35 F -0.43156 3.75062 2.33946
36 F 1.18698 5.15156 2.25633
37 H 3.72404 2.47200 7.29147
38 H 2.62744 3.85429 7.22971
39 H 4.03383 3.80382 6.16363
40 H 1.59827 1.04777 6.91023
41 H 0.23779 -0.05868 5.20396
42 H 1.64662 -1.35411 3.43886
43 H 1.08997 -3.73066 3.76182
44 H -0.55036 -5.50082 3.88121
45 H -1.54699 -5.38854 2.42453
46 H -2.26094 -5.04928 3.99980
47 H -2.94859 -2.91094 2.72351
48 H 3.05403 3.77577 4.00081
49 S -4.30231 5.13833 -5.40763
50 C -3.82152 4.08049 -4.21557
51 S -3.36933 4.66404 -2.64456
52 C -2.98915 2.98569 -2.10455
53 N -3.20744 2.15054 -3.06008
54 N -3.67732 2.72326 -4.22659
55 C -3.99557 1.78011 -5.24562
56 C -4.56747 2.11022 -6.47549
57 C -4.86895 1.11412 -7.39366
58 C -4.60578 -0.21689 -7.12021
59 C -4.02985 -0.54660 -5.90253
60 C -3.73131 0.43133 -4.97192
61 S -2.52436 2.72509 -0.50696
62 H -4.78290 3.13434 -6.71391
63 H -5.31931 1.39931 -8.33673
64 H -4.84822 -0.98603 -7.84356
65 H -3.81090 -1.58076 -5.66728
66 H -3.30433 0.16794 -4.01859
67 C 1.10188 -3.87574 0.07541
68 C 0.80764 -3.08169 -1.19437
69 C 1.61206 -3.65887 -2.35515
70 C -0.68085 -3.23198 -1.50989
71 Sb 1.13557 -0.88833 -0.56619
72 C 3.39124 -0.83956 -0.34045
73 C 4.13006 -1.95772 -1.06378
74 C 3.92737 0.50171 -0.82350
75 C 3.60738 -0.95787 1.16722
76 C 0.85109 0.14199 -2.57469
77 C 1.09871 1.63676 -2.40126
78 C -0.61219 -0.03819 -2.95838
79 C 1.74657 -0.40276 -3.68184
80 H 0.89406 -4.94284 -0.08657
81 H 0.47770 -3.52859 0.89962
82 H 2.14759 -3.77956 0.37940
83 H 1.17287 -4.62052 -2.65501
84 H 2.64791 -3.84524 -2.07923
85 H 1.60165 -3.00665 -3.22764
86 H -0.96177 -4.29331 -1.47322
87 H -0.91171 -2.86552 -2.51078
88 H -1.30169 -2.69688 -0.78894
89 H 3.90280 -1.96287 -2.13129
90 H 3.88633 -2.93626 -0.64843
91 H 5.21068 -1.80233 -0.94578
92 H 3.88218 0.58309 -1.91150
93 H 4.97624 0.60945 -0.51687
94 H 3.35802 1.31563 -0.38413
95 H 3.18671 -1.88963 1.55566
96 H 3.12580 -0.12115 1.67917
97 H 4.68034 -0.93581 1.39913
98 H 0.45823 2.04465 -1.62423
99 H 0.84445 2.16006 -3.33186
100 H 2.12604 1.87819 -2.13301
101 H -1.26193 0.40668 -2.20606
102 H -0.89268 -1.08431 -3.08654
103 H -0.80529 0.48990 -3.89750
104 H 2.80253 -0.37201 -3.40593
105 H 1.61853 0.20200 -4.58919
106 H 1.48270 -1.43125 -3.93111

Force components x, y, z for each atom (eV/Å):
Pd 0.46 -0.35 1.76
C -0.16 -0.04 -0.10
C 0.14 0.07 0.11
C 0.00 0.03 -0.09
C -0.02 0.06 -0.01
C 0.27 -0.06 -0.02
N -0.06 0.14 -0.60
C -0.09 -0.26 0.26
C -0.12 0.10 -0.11
C 0.02 0.00 0.10
C -0.06 -0.07 0.02
C -0.02 0.14 -0.07
C 0.23 -0.13 0.05
C 0.10 0.25 -0.16
C -0.24 -0.23 -0.07
O 0.06 -0.06 -0.52
C 0.05 -0.03 -0.33
F 0.07 0.04 0.09
F 0.04 0.08 0.12
F -0.08 0.11 0.03
C -0.13 0.11 0.27
F 0.08 -0.17 0.00
F 0.16 0.15 0.05
F -0.07 0.06 -0.18
C -0.18 -0.15 -0.12
C -0.09 -0.07 0.18
C -0.08 0.37 -0.03
O -0.83 0.62 -0.06
C 0.39 -0.13 -0.20
F -0.01 0.00 0.20
F 0.08 -0.28 -0.10
F -0.12 0.09 -0.05
C -0.14 0.12 -0.22
F 0.01 -0.08 0.02
F 0.07 -0.24 -0.18
F -0.06 -0.04 0.16
H 0.05 0.05 0.03
H 0.05 0.01 0.03
H 0.03 0.01 0.04
H -0.03 -0.03 0.00
H 0.00 0.04 0.04
H 0.01 -0.05 0.00
H 0.00 -0.02 -0.02
H -0.01 -0.02 0.01
H 0.01 -0.07 0.03
H 0.01 -0.06 0.02
H -0.02 0.06 -0.03
H 0.00 -0.05 -0.03
S -0.12 0.14 -0.21
C 0.09 -0.28 0.13
S 0.11 -0.71 -0.04
C -0.17 0.90 -0.89
N 0.11 -0.60 0.19
N -0.01 0.66 0.20
C -0.01 -0.29 -0.10
C 0.04 0.12 0.14
C 0.02 -0.04 0.03
C -0.03 0.00 -0.10
C 0.00 0.00 -0.01
C 0.00 0.03 0.02
S 0.29 -0.21 0.67
H 0.00 0.12 0.02
H 0.00 0.00 0.00
H 0.02 0.00 0.00
H 0.00 0.01 0.03
H 0.03 -0.02 -0.01
C 0.02 0.13 0.00
C -0.01 0.34 0.22
C 0.01 0.11 0.02
C 0.05 0.14 0.09
Sb 0.24 -0.14 -1.22
C -0.37 -0.05 0.04
C -0.17 0.05 0.03
C -0.17 -0.02 0.01
C -0.12 0.09 -0.06
C 0.27 -0.30 0.24
C 0.07 -0.07 0.06
C 0.10 -0.03 0.11
C -0.03 -0.03 0.08
H -0.01 -0.01 -0.02
H 0.01 -0.05 0.07
H -0.02 -0.04 0.05
H -0.02 -0.03 0.04
H 0.00 -0.01 -0.06
H 0.01 -0.26 0.07
H 0.04 -0.02 -0.01
H -0.07 -0.07 0.07
H -0.07 -0.05 -0.06
H 0.08 -0.04 0.00
H 0.04 -0.02 -0.04
H 0.02 -0.01 0.02
H 0.07 0.02 0.04
H 0.01 -0.04 0.00
H 0.05 0.05 -0.06
H 0.05 0.00 0.06
H 0.01 -0.04 0.07
H 0.02 0.00 -0.01
H -0.08 0.19 0.14
H 0.01 -0.04 -0.06
H -0.04 0.02 -0.04
H -0.17 0.00 0.04
H 0.02 0.12 -0.07
H -0.03 0.03 -0.09
H -0.01 -0.03 -0.08
H -0.01 0.02 -0.02
H 0.05 0.21 -0.11

2.
Formula: C4H3O3
Source: the OMol25 dataset
Level of theory: ωB97M-V/def2-TZVPD

* E_tot: -10335.354 eV
* net charge: -1
* frontier orbital gap: 6.3 eV
* E_LUMO: 3.557 eV
* highest occupied orbital energy: -2.6956 eV
* relative energy (zero: lowest compared OMol25 entry of this formula, charge and spin): 87.2 kcal/mol
* multiplicity: 1

CARTESIAN COORDINATES (ANGSTROEM)
1 C 1.76816 1.45003 0.58930
2 C 0.73320 0.55554 0.63386
3 C -1.99669 -0.52552 -0.05500
4 C 1.42854 0.50378 -0.66036
5 O -2.29254 -1.52962 0.47691
6 O -1.92414 0.32573 -0.86262
7 O -0.44713 -0.14197 1.04167
8 H 1.07600 0.94172 -1.52290
9 H 2.00951 -0.51060 -0.83073
10 H -0.35493 -1.06910 1.18987

Force components x, y, z for each atom (eV/Å):
C -2.14 -1.53 1.42
C 1.75 0.73 -2.32
C 0.38 0.75 -1.76
C 1.08 -3.36 2.44
O -0.68 -0.39 0.29
O -0.81 -0.37 0.45
O 0.67 2.31 1.37
H -0.85 0.90 -2.05
H -0.42 1.88 -0.13
H 1.04 -0.93 0.30